Formula: C3H6ClN2
Source: OMol25
Level of theory: ωB97M-V/def2-TZVPD

Cartesian coordinates (Å):
C: -0.041426 -0.569299 -2.164721
C: -0.768630 -1.251090 0.084273
C: 0.353450 0.884530 2.155006
N: -0.194036 -1.000382 -0.895550
N: 0.266029 1.285384 0.971231
Cl: -1.440522 -1.715393 1.383075
H: 0.480445 0.409964 -2.093915
H: 0.793588 -0.944608 -2.802056
H: -0.183623 -0.008767 2.390209
H: 0.853232 1.444216 2.988881
H: -0.943988 -0.722547 -2.729013
H: 0.825481 2.187992 0.712580

Atomic forces in eV per Å
2.9 1.8 -3.2
2.8 1.1 -4.2
0.6 1.7 1.1
-2.1 -2.1 4.1
1.2 1.7 -1.7
-1.4 -1.0 2.1
-1.5 0.4 -0.1
-0.5 -1.3 1.0
0.0 -0.3 0.6
-0.2 -0.7 -0.7
-0.4 0.7 -0.2
-1.3 -1.9 1.1

Results
- net charge = +1
- energy relative to the best compared isomer or geometry (same formula, charge and spin) (kcal per mole) = 82.8
- LUMO level (eV) = -4.442
- Kohn-Sham gap (eV) = 9.522

Results of the Mulliken charge analysis, in e, for atoms 1 through 5:
1. C -0.657
2. C 0.523
3. C 0.005
4. N 0.173
5. N -0.469



Formula: C23H29N5OS
Source: OMol25
Level of theory: ωB97M-V/def2-TZVPD

Cartesian coordinates (Å):
C: 3.418552 2.988142 -0.400682
C: 3.757004 1.613434 0.090751
C: 5.022477 1.085278 -0.063970
C: 5.338695 -0.200328 0.373426
C: 4.378708 -0.984383 0.962421
C: 3.078993 -0.490528 1.132697
C: 2.015673 -1.285388 1.649871
C: 0.750771 -0.816308 1.752111
C: -0.417418 -1.703499 2.088796
N: -1.155955 -2.081771 0.897247
C: -0.493402 -3.005750 0.005838
C: 0.582567 -2.343046 -0.809761
C: 1.770664 -2.995992 -1.115201
C: 2.749927 -2.326590 -1.829834
C: 2.511267 -1.013872 -2.201881
N: 1.378592 -0.383901 -1.935283
C: 0.440335 -1.037752 -1.277146
C: -2.444669 -1.687938 0.650228
S: -3.443853 -2.618205 -0.301444
N: -2.854984 -0.551707 1.226312
C: -4.202713 -0.038060 1.137061
C: -4.231529 1.488005 1.008767
C: -4.473161 2.042136 -0.413594
N: -3.414808 1.973899 -1.394110
C: -2.182138 2.610631 -0.990247
C: -3.193902 0.678411 -1.992728
C: 0.464769 0.572301 1.429688
O: -0.622254 1.119745 1.600293
N: 1.508949 1.286098 0.914219
C: 2.777552 0.816854 0.707896
H: 3.094408 3.629490 0.419463
H: 4.287233 3.446642 -0.864836
H: 2.620427 2.939454 -1.141499
H: 5.786934 1.682531 -0.538751
H: 6.340773 -0.576852 0.237049
H: 4.604916 -1.987460 1.290709
H: 2.236994 -2.309100 1.920384
H: -1.093291 -1.201488 2.783951
H: -0.048175 -2.621689 2.563945
H: -0.068859 -3.838846 0.578588
H: -1.267476 -3.410800 -0.659594
H: 1.926845 -4.015847 -0.790868
H: 3.682223 -2.808355 -2.080465
H: 3.254102 -0.435924 -2.735336
H: -0.472804 -0.484518 -1.099856
H: -2.148678 0.097628 1.571791
H: -4.698512 -0.517270 0.287860
H: -4.741102 -0.338662 2.045982
H: -5.045895 1.868820 1.627709
H: -3.302590 1.900197 1.406274
H: -4.719423 3.105179 -0.302343
H: -5.346863 1.543557 -0.841960
H: -1.536309 2.698920 -1.864912
H: -1.634799 2.059842 -0.212384
H: -2.404456 3.610747 -0.618325
H: -2.577419 0.807838 -2.883902
H: -4.147465 0.249116 -2.294622
H: -2.686957 -0.035864 -1.332701
H: 1.291498 2.232794 0.626894

Atomic forces in eV per Å
0.0 -0.1 0.0
0.0 0.0 0.0
-0.2 0.0 0.1
0.1 -0.2 0.0
-0.1 0.2 0.0
0.2 0.4 -0.2
-0.5 0.3 0.2
0.4 -0.3 0.3
0.1 0.2 0.1
0.1 0.2 0.1
-0.1 -0.2 -0.2
0.3 -0.1 -0.3
-0.2 0.2 -0.1
0.0 0.0 -0.1
0.3 -0.2 -0.1
0.0 0.5 -0.2
-0.2 -0.3 0.1
-0.3 -0.1 0.1
-0.5 -0.3 -0.4
0.4 0.0 0.0
-0.5 0.0 0.2
0.0 -0.1 -0.3
0.0 0.1 0.2
0.0 0.0 -0.1
-0.1 -0.1 -0.1
0.1 0.1 0.0
0.2 0.0 0.0
-0.2 0.0 0.1
-0.1 0.4 -0.1
0.6 -0.6 0.1
0.0 0.1 0.0
0.0 0.1 0.0
-0.1 0.1 -0.1
0.0 0.1 -0.1
0.1 0.0 0.0
0.0 -0.1 0.0
0.0 -0.1 0.0
0.1 -0.1 0.0
0.0 0.1 0.0
0.0 0.0 0.0
0.2 0.0 0.2
0.0 -0.1 0.1
0.1 0.0 0.0
0.1 0.0 0.0
-0.2 0.0 0.1
0.1 -0.1 -0.1
0.0 0.1 0.2
0.0 0.0 -0.2
0.0 0.0 0.0
0.0 0.1 0.1
-0.1 -0.1 0.0
-0.1 0.0 0.0
0.1 0.1 0.0
0.0 0.1 0.0
0.1 0.1 0.0
0.0 -0.1 -0.1
0.0 -0.1 0.0
0.0 -0.1 0.0
-0.1 -0.2 0.1

Results
- SMILES = Cc1cccc2cc(CN(Cc3cccnc3)C(=S)NCCCN(C)C)c(=O)[nH]c12
- net charge = 0
- energy relative to the best compared isomer or geometry (same formula, charge and spin) (kcal per mole) = 3.1
- LUMO level (eV) = -0.169
- Kohn-Sham gap (eV) = 7.513

Results of the Mulliken charge analysis, in e, for atoms 1 through 5:
1. C -1.747
2. C 1.238
3. C -0.836
4. C -0.806
5. C -0.845



Formula: C8H30N2O7
Source: OMol25
Level of theory: ωB97M-V/def2-TZVPD

Cartesian coordinates (Å):
C: -0.963541 1.693315 -1.291317
O: -0.519521 2.812735 -2.044907
H: -1.248831 1.932445 -0.266847
H: -1.837841 1.200265 -1.716277
H: -0.208481 0.918945 -1.155857
H: 0.057439 3.336805 -1.484487
C: 2.465319 -0.217605 -2.710577
O: 2.910159 0.545455 -3.807257
H: 1.432789 0.065585 -2.506157
H: 2.593649 -1.265435 -2.982037
H: 3.074879 -0.005455 -1.832207
H: 3.820859 0.324765 -4.015847
C: 0.612689 -0.941085 -0.197027
O: 0.206419 0.357705 0.375083
H: -0.235251 -1.532825 -0.541897
H: 1.300149 -0.794135 -1.030037
H: 1.255299 -1.469215 0.507413
H: 1.023339 0.850665 0.481053
C: 0.404309 0.571295 2.776253
O: 0.139829 1.706435 3.604853
H: 0.526149 -0.318305 3.394203
H: -0.397601 0.439885 2.049783
H: 1.243369 0.739625 2.101163
H: -0.581911 1.361045 4.135313
C: -2.460051 0.480005 0.878183
O: -1.504951 -0.579335 1.085943
H: -2.058091 1.468245 1.101613
H: -2.551201 0.612995 -0.199827
H: -3.399671 0.285115 1.395143
H: -0.732211 -0.393205 0.547593
C: 3.101609 0.420535 0.463183
O: 3.134209 -0.658195 -0.048307
N: 3.446649 0.687715 1.669553
N: 2.620669 1.491775 -0.082877
H: 3.765639 -0.154465 2.126803
H: 3.251879 1.570565 2.119813
H: 2.807029 2.327855 0.452263
H: 2.219559 1.567405 -1.006717
C: -4.143971 -2.132795 -0.046507
C: -2.602611 -2.389665 -0.099957
O: -2.218131 -3.427215 -1.024747
H: -4.777461 -2.906075 0.388033
H: -4.597111 -1.966855 -1.023877
H: -4.432391 -1.268725 0.552063
H: -2.343851 -2.749505 0.895873
H: -1.993021 -1.509065 -0.302537
H: -1.606171 -3.090035 -1.683097

Atomic forces in eV per Å
0.0 0.2 -0.5
-0.2 -0.1 -0.2
0.4 0.8 -0.6
0.0 0.6 -0.7
-0.5 0.9 -1.4
-0.1 0.0 0.0
1.0 0.3 -0.6
-0.1 0.9 -0.8
0.0 -0.1 -0.5
-0.5 -0.3 0.5
-0.2 -0.4 -0.6
0.0 -0.1 0.1
2.0 -0.3 -1.0
5.5 -0.7 -2.7
0.1 0.3 0.3
-0.8 -0.1 0.3
-0.8 -0.3 0.2
0.0 0.4 -0.3
-0.5 0.6 0.0
0.3 -0.2 0.2
0.3 -0.2 -0.2
0.1 -0.1 1.9
0.3 0.2 1.6
-0.2 0.6 0.3
1.1 -0.7 -0.5
-5.0 0.0 3.0
-0.1 0.0 1.2
-1.2 -0.6 0.2
0.3 0.0 -0.1
-2.7 -0.1 1.3
0.4 -1.1 -1.0
1.4 -2.5 -0.2
2.4 -0.8 4.4
-1.9 4.7 -2.4
0.1 0.6 0.8
0.2 -0.6 0.3
-0.3 0.3 -0.8
0.4 0.0 0.0
0.0 0.2 -0.6
-1.0 -1.1 -0.5
-0.6 -0.4 0.0
0.6 -0.6 0.1
0.3 0.1 -0.3
0.5 0.2 0.0
0.3 0.1 -0.1
-1.2 -0.7 -0.4
-0.2 0.2 0.1

Results
- net charge = 0
- energy relative to the best compared isomer or geometry (same formula, charge and spin) (kcal per mole) = 154.4
- LUMO level (eV) = 0.063
- Kohn-Sham gap (eV) = 8.851

Results of the Mulliken charge analysis, in e, for atoms 1 through 5:
1. C -1.070
2. O -0.569
3. H 0.468
4. H 0.360
5. H 0.541



Formula: C5H7N
Source: OMol25
Level of theory: ωB97M-V/def2-TZVPD

Cartesian coordinates (Å):
C: -0.573038 1.591924 -1.689153
C: -0.263846 1.454818 -0.421375
N: 0.046149 1.398365 0.758487
C: 0.205984 0.142072 1.503503
C: -0.160169 -1.133123 0.779862
C: 0.437631 -1.567329 -0.325618
H: 0.208837 1.592276 -2.439834
H: -1.606989 1.686616 -1.998333
H: -0.391055 0.247747 2.414236
H: 1.252988 0.118198 1.826824
H: -0.985608 -1.708160 1.196586
H: 1.258198 -1.024773 -0.791543
H: 0.120681 -2.483487 -0.816463

Atomic forces in eV per Å
0.0 0.0 0.1
0.1 0.0 0.4
-0.2 0.0 -0.8
0.1 -0.1 0.2
0.0 -0.1 -0.2
-0.1 0.1 0.2
-0.1 0.0 0.1
0.1 0.0 0.1
0.1 0.0 -0.1
-0.1 0.0 -0.1
0.1 0.1 -0.1
-0.1 -0.1 0.1
0.0 0.1 0.1

Results
- SMILES = C=C=NCC=C
- net charge = 0
- energy relative to the best compared isomer or geometry (same formula, charge and spin) (kcal per mole) = 51.8
- LUMO level (eV) = 1.077
- Kohn-Sham gap (eV) = 9.869

Results of the Mulliken charge analysis, in e, for atoms 1 through 5:
1. C -0.945
2. C 0.651
3. N -0.445
4. C -0.406
5. C -0.044



Formula: H19O9
Source: OMol25
Level of theory: ωB97M-V/def2-TZVPD

Cartesian coordinates (Å):
O: -0.177521 -0.316189 3.395554
H: -2.182867 -1.342921 -1.964974
H: -0.673695 -2.802536 -0.422522
O: 1.596886 -1.092723 1.670160
H: -0.539754 0.149750 0.279161
O: -2.456047 1.030929 -1.628499
H: 2.513873 -1.354875 -2.464638
H: -3.342291 1.360180 -1.802169
O: 1.737463 -0.901107 -2.128755
H: -1.815745 1.715282 -1.425917
H: 1.036470 -0.893803 -2.789580
O: 1.534226 2.575749 -2.069265
H: 0.387439 1.154496 -0.510274
H: 1.717490 3.103691 -1.264559
O: 0.318099 0.624682 0.310169
H: 2.471186 2.417271 -2.264451
H: 0.756139 -1.493103 1.944592
O: 0.915396 2.798169 1.915098
H: 0.756916 -0.276654 3.668566
H: 0.417777 1.997662 1.718442
O: -2.641090 -2.188527 -2.097466
H: -3.512632 -1.805983 -1.904938
H: 0.628227 3.161638 2.756128
O: -0.555482 -2.408249 0.445757
H: -1.330572 -2.434259 1.011153
H: 0.931541 -0.180549 0.469098
H: -0.391993 -0.879998 4.158383
H: 1.900558 -1.718024 0.995744

Atomic forces in eV per Å
0.8 -0.8 1.3
0.6 -0.2 -0.3
-0.8 -0.2 0.1
-0.1 -0.1 -1.4
-0.4 0.2 0.0
0.5 -1.2 0.3
-0.2 -0.1 -0.4
0.3 0.6 0.1
-0.4 0.3 0.8
-0.7 0.7 -0.4
0.4 -0.2 -0.3
0.8 0.3 1.5
0.9 -0.1 -0.4
-0.8 0.1 -0.3
-1.4 -0.5 -0.4
-0.3 -0.5 -0.7
0.1 0.1 0.2
0.2 0.0 -0.5
0.2 0.8 -0.8
0.0 0.4 0.7
-0.2 1.2 0.6
-0.3 -0.9 -0.2
-0.2 -0.2 0.0
0.9 1.0 0.4
-0.4 -0.5 -0.6
1.1 0.2 0.7
-1.2 0.1 -0.3
0.4 -0.2 0.3

Results
- net charge = +1
- energy relative to the best compared isomer or geometry (same formula, charge and spin) (kcal per mole) = 69.5
- LUMO level (eV) = -3.401
- Kohn-Sham gap (eV) = 11.153

Results of the Mulliken charge analysis, in e, for atoms 1 through 5:
1. O -0.643
2. H 0.289
3. H 0.268
4. O -0.716
5. H 0.415



Formula: CHBrF2OS
Source: OMol25
Level of theory: ωB97M-V/def2-TZVPD

Cartesian coordinates (Å):
C: 0.426570 0.356742 0.459014
O: -1.933547 0.457587 -0.744659
F: 0.013852 1.098189 1.602741
F: 1.477880 -0.481428 0.882097
S: -1.190904 -0.570515 -0.092669
Br: 0.195014 -1.943263 -1.836534
H: 1.011134 1.082689 -0.269989

Atomic forces in eV per Å
2.7 1.1 1.1
-0.8 0.8 -0.6
0.4 -1.3 -2.0
-2.2 0.7 -0.4
3.1 -1.2 -0.6
-1.1 1.2 1.4
-2.1 -1.4 1.0

Results
- net charge = 0
- energy relative to the best compared isomer or geometry (same formula, charge and spin) (kcal per mole) = 41.4
- LUMO level (alpha / beta) (eV) = -2.343 / -2.344
- Kohn-Sham gap (alpha / beta) (eV) = 8.324 / 8.322

Results of the Mulliken charge analysis, in e, for atoms 1 through 5:
1. C 0.252
2. O -0.351
3. F -0.225
4. F -0.201
5. S 0.458



no.,DFT total energy (eV)
1,-18700.438
2,-44656.201
3,-26085.991
4,-6786.265
5,-18728.673
6,-89411.397